(1)
8
Properties=species:S:1:pos:R:3 method="wB97M-V/def2-TZVPD" homo_energy_ev="-5.91 / -9.21" molar_mass_g_mol=97.1 e_lumo_ev="0.7 / -2.1" de_lowest_ev=1.507 fmax_ev_per_a=2.29 total_energy_ha=-871.803335 multiplicity=3
N -1.0382 0.8792 0.0698
O 0.6098 -1.1072 -1.2675
P 0.2949 -0.9319 0.3083
S 1.8777 0.3171 0.8742
H -1.7271 0.4202 -0.5895
H -1.5287 1.2519 0.9410
H 0.5602 -2.0058 -1.6363
H 0.9515 1.1765 1.3000



(2)
10
Properties=species:S:1:pos:R:3 method="wB97M-V/def2-TZVPD" smiles="O=c1[nH]c(=O)n(O)o1" homo_energy_ev=-10.79 molar_mass_g_mol=118.0 e_lumo_ev=0.1 de_lowest_ev=2.014 fmax_ev_per_a=11.45 total_energy_ha=-487.779721
O 0.4730 -0.7303 2.4262
C 0.1248 -0.4267 1.2471
N 0.3316 -1.0997 0.2326
C 0.1873 -0.4299 -0.9355
O 0.1471 -0.9493 -2.0274
N 0.0628 0.9600 -0.4915
O -0.8559 1.7296 -1.2485
O -0.1930 0.8187 0.9350
H 0.5447 -2.1422 0.2570
H -1.7484 1.3088 -0.9961



(3)
11
Properties=species:S:1:pos:R:3 method="wB97M-V/def2-TZVPD" smiles="O=C1C=CCN1" homo_energy_ev=-9.65 molar_mass_g_mol=83.1 e_lumo_ev=0.9 de_lowest_ev=0.429 fmax_ev_per_a=1.96 total_energy_ha=-285.398819
O 2.2048 -1.1559 0.0464
C 1.1748 -0.5023 0.0333
C 0.8710 0.9451 0.1713
C -0.4510 1.1002 0.0860
C -1.1513 -0.2373 -0.1168
N -0.0050 -1.1371 -0.1342
H 1.6347 1.6948 0.3176
H -0.9920 2.0422 0.1485
H -1.8640 -0.4211 0.7006
H -1.7340 -0.2252 -1.0497
H 0.3121 -2.1034 -0.2030



(4)
49
Properties=species:S:1:pos:R:3 method="wB97M-V/def2-TZVPD" homo_energy_ev="-12.02 / -11.58" molar_mass_g_mol=659.2 e_lumo_ev="-4.0 / -4.5" de_lowest_ev=0.000 fmax_ev_per_a=0.70 total_energy_ha=-1946.453193 multiplicity=2 charge=+1
Ru -0.9109 -0.4466 0.2273
C -1.4259 -1.3192 -4.0402
C -0.1168 -1.4126 -4.4748
C 0.9116 -1.1736 -3.5757
C 0.6092 -0.8516 -2.2677
N -0.6786 -0.7577 -1.8486
C -1.6641 -0.9897 -2.7187
C 1.6510 -0.6251 -1.2355
C 3.0205 -0.6467 -1.4235
C 3.8346 -0.4787 -0.3110
C 3.2909 -0.3061 0.9538
C 1.9118 -0.2920 1.0742
N 1.1554 -0.4269 -0.0141
C 1.1331 -0.1818 2.3313
C 1.7279 -0.1416 3.5755
C 0.9319 -0.0921 4.7093
C -0.4433 -0.0778 4.5660
C -0.9777 -0.1150 3.2919
N -0.2160 -0.1648 2.1964
H -2.2584 -1.5042 -4.7028
H 0.1071 -1.6754 -5.4994
H 1.9412 -1.2566 -3.8892
H -2.6701 -0.9134 -2.3318
H 3.4551 -0.8060 -2.3983
H 4.9092 -0.4996 -0.4298
H 3.9335 -0.2031 1.8146
H 2.8031 -0.1754 3.6639
H 1.3847 -0.0740 5.6909
H -1.1028 -0.0458 5.4205
H -2.0459 -0.1147 3.1303
C -2.4326 0.3211 0.2542
C -3.6184 1.0901 0.1577
C -4.8525 0.4316 0.2846
C -6.0215 1.1606 0.1853
C -5.9633 2.5326 -0.0348
C -4.7416 3.1890 -0.1584
C -3.5648 2.4749 -0.0631
H -4.8736 -0.6364 0.4591
H -6.9780 0.6657 0.2806
H -6.8818 3.0995 -0.1102
H -4.7156 4.2564 -0.3285
H -2.6043 2.9641 -0.1560
F -0.8967 -2.6866 0.5583
Sb 0.4400 -4.1376 0.6538
F -0.4243 -4.7281 2.2046
F 1.4550 -2.9146 1.7048
F 1.7853 -5.4227 0.7148
F 1.1914 -3.3005 -0.8833
F -0.6969 -5.1353 -0.4466



(5)
52
Properties=species:S:1:pos:R:3 method="wB97M-V/def2-TZVPD" smiles="CCCCCCn1c(SCC(=O)Nc2cc(C)on2)nc2ccccc2c1=O" homo_energy_ev=-8.51 molar_mass_g_mol=400.5 e_lumo_ev=0.4 de_lowest_ev=1.536 fmax_ev_per_a=1.31 total_energy_ha=-1619.484344
C 0.8763 2.0757 6.7511
C 0.7472 0.6937 6.1227
C 0.4007 0.7766 4.6381
C 0.2662 -0.6052 4.0034
C -0.0809 -0.5143 2.5208
C -0.2242 -1.9047 1.9025
N -0.5286 -1.8274 0.4862
C 0.4470 -1.7249 -0.4480
S 2.1258 -1.7038 0.0868
C 2.9263 -1.6752 -1.5413
C 2.3256 -0.6724 -2.5210
O 2.2669 -0.9069 -3.7019
N 2.0285 0.5357 -1.9542
C 1.3040 1.5328 -2.5676
C 0.9632 1.6785 -3.9370
C 0.2385 2.8343 -3.9608
C -0.4242 3.5701 -5.0638
O 0.1567 3.3360 -2.7165
N 0.8178 2.5223 -1.8544
N 0.2661 -1.6179 -1.7131
C -1.0107 -1.5660 -2.1955
C -1.2171 -1.4104 -3.5690
C -2.5024 -1.3434 -4.0547
C -3.5971 -1.4327 -3.1939
C -3.4050 -1.5862 -1.8397
C -2.1089 -1.6531 -1.3236
C -1.8848 -1.7996 0.1089
O -2.7504 -1.8930 0.9519
H 1.6587 2.6478 6.2571
H -0.0581 2.6250 6.6586
H 1.1241 1.9953 7.8068
H -0.0301 0.1297 6.6430
H 1.6871 0.1502 6.2438
H 1.1787 1.3395 4.1175
H -0.5382 1.3214 4.5176
H 1.2052 -1.1513 4.1206
H -0.5134 -1.1673 4.5219
H 0.7015 0.0387 1.9959
H -1.0219 0.0246 2.3947
H -1.0551 -2.4341 2.3756
H 0.6972 -2.4788 2.0318
H 2.8643 -2.6692 -1.9831
H 3.9713 -1.4269 -1.3477
H 2.1142 0.6423 -0.9514
H 1.2259 1.0235 -4.7376
H -0.2204 3.0765 -6.0087
H -0.0592 4.5950 -5.1018
H -1.4999 3.6035 -4.8978
H -0.3537 -1.3458 -4.2115
H -2.6682 -1.2214 -5.1150
H -4.5981 -1.3804 -3.5945
H -4.2342 -1.6563 -1.1522



Please write out number 4 again, unchanged.
49
Properties=species:S:1:pos:R:3 method="wB97M-V/def2-TZVPD" homo_energy_ev="-12.02 / -11.58" molar_mass_g_mol=659.2 e_lumo_ev="-4.0 / -4.5" de_lowest_ev=0.000 fmax_ev_per_a=0.70 total_energy_ha=-1946.453193 multiplicity=2 charge=+1
Ru -0.9109 -0.4466 0.2273
C -1.4259 -1.3192 -4.0402
C -0.1168 -1.4126 -4.4748
C 0.9116 -1.1736 -3.5757
C 0.6092 -0.8516 -2.2677
N -0.6786 -0.7577 -1.8486
C -1.6641 -0.9897 -2.7187
C 1.6510 -0.6251 -1.2355
C 3.0205 -0.6467 -1.4235
C 3.8346 -0.4787 -0.3110
C 3.2909 -0.3061 0.9538
C 1.9118 -0.2920 1.0742
N 1.1554 -0.4269 -0.0141
C 1.1331 -0.1818 2.3313
C 1.7279 -0.1416 3.5755
C 0.9319 -0.0921 4.7093
C -0.4433 -0.0778 4.5660
C -0.9777 -0.1150 3.2919
N -0.2160 -0.1648 2.1964
H -2.2584 -1.5042 -4.7028
H 0.1071 -1.6754 -5.4994
H 1.9412 -1.2566 -3.8892
H -2.6701 -0.9134 -2.3318
H 3.4551 -0.8060 -2.3983
H 4.9092 -0.4996 -0.4298
H 3.9335 -0.2031 1.8146
H 2.8031 -0.1754 3.6639
H 1.3847 -0.0740 5.6909
H -1.1028 -0.0458 5.4205
H -2.0459 -0.1147 3.1303
C -2.4326 0.3211 0.2542
C -3.6184 1.0901 0.1577
C -4.8525 0.4316 0.2846
C -6.0215 1.1606 0.1853
C -5.9633 2.5326 -0.0348
C -4.7416 3.1890 -0.1584
C -3.5648 2.4749 -0.0631
H -4.8736 -0.6364 0.4591
H -6.9780 0.6657 0.2806
H -6.8818 3.0995 -0.1102
H -4.7156 4.2564 -0.3285
H -2.6043 2.9641 -0.1560
F -0.8967 -2.6866 0.5583
Sb 0.4400 -4.1376 0.6538
F -0.4243 -4.7281 2.2046
F 1.4550 -2.9146 1.7048
F 1.7853 -5.4227 0.7148
F 1.1914 -3.3005 -0.8833
F -0.6969 -5.1353 -0.4466